[1]
The following is a quantum chemistry calculation of a 2-piece molecular cluster, C3HBrIO2 overall, from the Open Molecules 2025 dataset.

```
8
Properties=species:S:1:pos:R:3:forces:R:3
I -1.22042 -1.37517 1.13942 -0.43 0.65 -0.74
Br 2.75613 -1.43933 0.93127 0.01 -0.50 0.00
O -1.89933 1.21113 -2.21318 0.73 -1.17 0.48
O 1.62954 1.01516 1.26403 -1.03 -2.47 -2.18
C 1.52793 0.04081 0.54028 3.29 3.37 6.15
C -2.15288 0.11099 -0.06036 0.41 -1.64 2.02
C -1.84220 0.51049 -1.21367 -0.75 2.13 -1.83
H 1.20124 -0.07410 -0.38780 -2.23 -0.35 -3.92
```
Forces are in eV/Å.

Calculated values
Multiplicity: 1
HOMO-LUMO gap (eV): 6.3
Total energy (eV): -85363.96713
Highest occupied orbital energy (eV): -3.44
LUMO energy (eV): 2.9
Net charge: -1



[2]
The following is a quantum chemistry calculation of C63H52FGeI2NO4P3Pr as an isolated structure, from the Open Molecules 2025 dataset.

```
128
Properties=species:S:1:pos:R:3:forces:R:3
Pr 0.52730 0.09670 0.25180 -0.61 0.14 2.13
I 1.51500 -0.98240 5.22400 -0.36 0.45 0.09
I -1.65150 4.05240 6.47180 0.20 -0.36 -0.28
Ge 1.90260 -0.16540 -3.19490 -0.38 -0.67 0.27
P -0.94950 0.48190 -4.30060 -0.31 0.20 -0.96
P 1.19620 -2.66600 -0.73210 0.06 -1.46 -0.72
P 1.94430 2.48450 -1.01200 1.17 0.97 0.07
F 0.43220 -0.02120 -1.82650 0.81 -0.26 -3.21
O 2.64780 -0.93030 1.54400 -0.16 -0.04 0.56
O -1.63810 -1.21740 1.02530 -0.12 0.18 0.31
O 0.35900 -0.28430 2.45040 0.12 -0.11 -0.27
O -1.84950 0.73750 -0.92930 0.00 -0.08 -0.15
N -0.79270 1.96280 1.43130 -0.38 0.22 0.22
C 1.35920 5.18600 1.99560 0.02 -0.02 -0.03
C 4.80010 5.17560 -3.44160 -0.11 0.01 -0.06
C 1.53280 4.60240 0.75320 0.02 -0.18 -0.09
C 0.26070 0.61560 4.62340 0.38 -0.83 -0.78
C 0.20170 1.64040 -6.63660 0.08 -0.02 -0.03
C 4.39700 1.39430 -0.02740 -0.02 -0.06 -0.07
C 3.32400 0.19540 -1.82020 -0.65 0.01 -0.69
C -3.01990 -4.48170 -0.28120 -0.04 0.00 0.10
C 3.80210 4.45510 -4.07550 0.10 0.06 -0.08
C -2.65340 -2.65970 -6.17610 -0.02 -0.11 -0.08
C 2.14180 2.52540 1.81500 0.27 0.12 -0.27
C 1.65210 -2.11020 -3.52010 0.12 0.87 0.14
C -0.45280 -3.43090 -0.46360 0.08 0.07 -0.03
C -1.77260 4.42470 -3.53890 -0.04 0.10 -0.02
C -1.22790 2.78730 3.69230 0.09 -0.41 -0.34
C -0.02810 0.65850 3.26370 -0.28 0.68 1.46
C 1.50000 -3.81050 -5.23170 0.02 0.05 -0.06
C 4.78190 -4.32800 0.21330 0.11 -0.05 -0.04
C 3.24440 -6.15910 0.09130 0.01 -0.07 -0.01
C -0.72350 1.81540 2.78270 -0.04 -0.09 0.59
C 2.78470 1.23100 -5.68310 0.29 0.03 0.02
C -1.85570 -1.83680 -5.40470 0.02 0.07 0.05
C -3.83550 3.22020 -3.32230 -0.09 0.04 0.00
C -1.39710 3.03430 0.95500 0.09 -0.27 -0.15
C 5.51360 -0.46800 -1.05430 -0.02 0.00 -0.06
C 5.48850 0.54790 -0.11220 -0.04 0.01 0.01
C 1.61560 4.45920 3.14790 0.17 -0.16 0.02
C -3.12810 4.40940 -3.25270 -0.02 0.01 0.10
C -1.93690 3.86500 3.12680 -0.04 0.00 -0.25
C 3.29900 1.22810 -0.87390 -0.11 -0.12 0.13
C 4.02060 4.38070 -1.31330 -0.09 -0.02 0.02
C -2.01770 3.99160 1.76520 0.02 -0.04 0.32
C -3.81350 -0.73620 -7.01830 -0.07 0.06 -0.10
C -3.00680 0.09500 -6.26180 0.12 -0.01 0.01
C -1.44600 -3.04110 -1.36900 0.14 -0.10 0.02
C 2.58010 1.81520 -6.92360 0.13 -0.06 0.06
C 4.43500 -0.63810 -1.90620 0.02 -0.08 -0.23
C 1.09540 -4.72910 -4.27740 0.03 0.04 -0.04
C 1.92300 3.26700 0.64990 0.06 -0.33 0.02
C 4.53560 -5.69010 0.26540 0.02 0.03 0.02
C -3.64320 -2.11000 -6.97360 0.03 -0.04 0.01
C -2.06120 -4.81850 0.66210 -0.02 -0.01 0.06
C 2.44210 -3.91300 -0.22070 -0.13 0.29 0.30
C 0.99410 -4.34790 -2.95310 0.02 0.07 -0.09
C -2.02540 -0.45390 -5.44420 0.09 0.04 0.46
C 4.89610 5.14810 -2.05890 0.05 -0.01 0.06
C 0.39780 1.05100 -5.39690 -0.10 -0.18 0.40
C 1.69000 0.85550 -4.92070 -0.09 -0.52 1.04
C 2.90770 3.70430 -3.33210 -0.18 -0.05 0.14
C -3.19250 2.05140 -3.69000 0.12 -0.06 -0.10
C -0.78130 -4.28410 0.58760 0.10 0.17 -0.15
C 1.75920 -2.50780 -4.85130 0.12 0.20 -0.11
C 2.02450 3.13770 3.05450 0.08 0.04 0.10
C -1.83360 2.06410 -4.01020 0.05 -0.32 0.17
C -0.18840 1.57760 5.51960 -0.34 0.57 0.21
C 1.29280 2.01820 -7.39750 -0.08 0.04 -0.04
C 3.02100 3.64650 -1.94830 -0.37 0.23 -0.15
C 1.28550 -3.04480 -2.55030 0.03 0.27 0.12
C 2.20080 -5.28110 -0.14110 -0.01 0.07 0.06
C -1.12660 3.26040 -3.91350 0.04 -0.06 -0.03
C -2.72140 -3.56570 -1.27960 -0.01 -0.02 0.00
C 3.74360 -3.44830 -0.03580 -0.13 0.09 0.01
C -0.95270 2.62960 5.06930 -0.01 0.20 0.58
H 4.45680 -1.42670 -2.65130 0.04 -0.06 0.05
H 0.06150 1.49070 6.56690 -0.02 0.02 0.05
H -2.50890 -3.72860 -6.15120 0.00 -0.13 0.02
H 3.04780 -7.21870 0.12440 -0.03 -0.13 0.05
H -1.09010 -2.26680 -4.76950 0.03 -0.03 0.06
H 0.86050 -5.74210 -4.56440 -0.01 -0.12 -0.02
H -0.04690 -4.53270 1.34190 0.03 -0.07 0.00
H -3.75200 1.12860 -3.77310 -0.09 -0.06 0.03
H 1.13810 2.46930 -8.36410 0.01 0.07 -0.14
H -2.53290 4.82500 1.31610 -0.04 0.07 -0.08
H -2.00980 0.87610 -1.87650 0.13 0.04 0.18
H 2.11850 3.15890 -3.83100 0.00 0.00 -0.02
H 3.42690 2.10830 -7.52560 0.09 0.00 -0.04
H -2.30730 -5.50750 1.45550 -0.02 -0.06 0.08
H -2.69330 0.46510 -0.55050 0.08 0.02 0.13
H 2.13540 -0.97780 2.38290 0.18 0.07 -0.23
H 3.94880 -2.38900 -0.12220 0.01 -0.03 -0.01
H -3.14280 1.16570 -6.30210 -0.08 0.10 0.00
H -1.55520 -1.16500 1.99080 0.06 -0.07 -0.17
H 4.42380 2.21430 0.67680 -0.06 -0.06 0.05
H 3.37980 -1.55260 1.65350 -0.08 0.12 -0.24
H 4.11170 4.36410 -0.23690 0.02 0.02 0.06
H -3.63180 5.32200 -2.97520 -0.06 0.10 0.01
H 1.20460 -5.67630 -0.26150 -0.07 -0.04 -0.01
H 5.65850 5.72560 -1.55880 0.08 0.04 0.05
H 3.71340 4.48500 -5.15030 -0.03 0.01 -0.13
H 6.37170 -1.11880 -1.13390 0.07 -0.06 0.00
H 0.67540 -5.08440 -2.23210 -0.03 0.00 0.06
H -2.39570 4.59220 3.77900 -0.02 0.10 0.03
H -4.00030 -4.92690 -0.23690 -0.14 -0.04 0.05
H 1.38300 5.17930 -0.14910 -0.09 0.10 -0.04
H 5.78600 -3.95510 0.35220 0.08 0.04 0.01
H 2.24350 2.58190 3.95490 -0.01 -0.08 0.04
H -1.39190 3.14330 -0.12310 -0.09 -0.01 -0.04
H 5.48660 5.77360 -4.02020 0.08 0.05 -0.05
H 2.04390 -1.77580 -5.59730 -0.03 -0.03 -0.11
H 2.46570 1.48060 1.76300 0.02 0.27 0.12
H -4.28150 -2.75370 -7.55700 -0.08 -0.06 -0.10
H 1.03170 6.21040 2.07100 0.01 0.16 -0.03
H -3.47670 -3.27840 -1.99500 -0.07 0.03 -0.09
H 1.51630 4.92150 4.11900 -0.04 0.04 0.07
H -0.80160 1.79390 -7.00390 -0.10 0.03 -0.07
H -1.22490 5.35390 -3.49500 0.08 0.09 0.01
H -4.58120 -0.31110 -7.64420 -0.10 0.06 -0.10
H -2.06670 -2.06390 0.83260 0.08 0.07 -0.12
H 5.34340 -6.38440 0.43770 0.07 -0.05 0.04
H -1.20960 -2.32920 -2.15130 -0.03 0.00 -0.08
H -0.07400 3.29190 -4.15680 0.04 0.00 -0.01
H 1.59950 -4.09820 -6.26610 -0.01 -0.05 -0.12
H 6.32840 0.69240 0.54850 0.12 0.04 0.07
H 3.79000 1.07460 -5.31840 0.15 0.04 0.01
H -4.89360 3.20590 -3.11050 -0.11 0.00 0.04
```
Forces are in eV/Å.

Calculated values
Multiplicity: 3
HOMO-LUMO gap (spin up / spin down) (eV): 7.1 / 7.1
Total energy (eV): -193218.17660
Highest occupied orbital energy (spin up / spin down) (eV): -11.94 / -11.94
LUMO energy (spin up / spin down) (eV): -4.8 / -4.8
Net charge: +2
<S²>: 2.00



M in g/mol, matching the order above: 275.85 1466.36
Maximum force in hartree/bohr, matching the order above: 0.15070 0.06461